(1)
Density functional theory data (the ωB97M-V functional and the def2-TZVPD basis) for a cluster of 4 separate species, C24H43ClF2N3O17P3 in total in a non-equilibrium geometry.

The geometry in XYZ format:
```
93
Properties=species:S:1:pos:R:3:forces:R:3
C 4.6817 4.2949 1.0039 0.480 0.134 -0.070
H -2.0176 0.9334 -6.0741 0.057 -0.022 0.060
O -1.2373 4.5897 2.9553 -0.385 0.404 0.434
O -6.0963 -6.3070 -3.3792 1.197 -0.756 -0.064
C -7.2032 -4.0019 -5.2244 0.009 0.027 -0.273
H -4.9523 -7.3662 -6.9674 -0.001 0.093 -0.007
H -4.8651 0.0912 -2.7637 0.013 -0.016 -0.061
H 3.3371 1.7391 4.2432 0.093 0.104 0.150
F 1.9381 5.6198 2.1669 0.215 -0.347 0.196
C 7.2974 2.8869 0.2724 0.045 0.044 -0.188
C 3.6830 3.8888 0.0122 -0.162 0.252 0.016
O -1.2032 -4.5468 3.7216 1.795 -1.806 0.431
H 4.6038 1.1750 2.5475 0.058 -0.041 -0.150
H -3.9702 -7.4086 -5.4966 0.005 -0.045 -0.023
H -2.0416 -2.4617 0.5707 0.074 0.006 -0.009
N 2.8837 3.6301 -0.7681 0.039 -0.130 0.061
C -1.1427 3.7422 2.1204 0.416 0.191 0.156
H -0.7901 5.1708 0.6042 -0.119 0.052 0.097
C 4.0919 2.0993 2.2737 0.246 -0.264 0.992
H -7.0456 -4.0173 -6.3021 -0.016 -0.043 -0.010
O 8.3228 3.0188 0.8413 -0.041 0.000 -0.002
O 1.3651 -4.2005 2.1875 -0.213 -2.184 1.528
H -1.9331 -2.0819 2.3020 0.027 -0.006 0.016
H 3.7143 3.4337 3.9975 0.309 -0.037 -0.123
C 6.0704 3.4526 2.8778 -0.708 0.818 1.118
C 0.1818 2.3185 -2.4449 0.111 -0.173 -0.020
C -4.9725 -7.2409 -5.8872 -0.247 -0.161 -0.088
H -0.0781 -5.4679 5.2413 0.003 -0.015 0.019
H -3.7494 -6.0066 -1.6993 -0.015 0.009 0.003
H -7.7753 -4.8802 -4.9245 0.043 -0.026 0.034
C -1.9613 -2.8884 1.5686 -0.141 -0.054 -0.007
P -5.2266 -5.3078 -4.0851 -7.715 0.778 1.772
C -3.5729 -4.9854 -2.0436 -0.139 -0.103 0.202
H 0.3522 1.6126 4.2313 0.066 -0.170 0.078
O -5.4313 -5.9077 -5.6159 3.378 0.158 -0.141
O 2.8486 6.7787 0.5671 0.173 -0.057 0.081
H -0.2193 3.1897 -2.9652 -0.010 0.019 0.040
H -2.6951 -4.9591 -2.6895 0.043 0.073 0.061
C 2.3882 -4.9268 2.8974 0.149 0.178 0.034
C -0.9040 4.0938 0.6788 0.202 -0.001 -0.303
C 3.3008 2.5499 3.5155 -0.744 0.075 -0.084
O -1.2303 -0.4208 -3.6372 0.469 0.541 -0.547
O -0.7677 -3.6687 1.6076 0.102 0.213 -0.119
C 5.2020 3.0393 1.7623 0.404 -0.537 -0.566
O -2.9966 0.5609 -2.0158 0.114 -0.123 0.173
H 0.8761 1.7839 -3.0953 -0.026 -0.021 0.002
N 6.4818 3.8752 3.8708 0.160 -0.474 -0.859
C -4.0151 -0.3993 -2.2895 -0.277 -0.034 -0.120
H -3.6531 -1.2043 -2.9295 0.065 0.037 -0.019
H 0.3148 1.8008 1.1980 -0.042 0.272 -0.002
H 1.4465 3.6286 3.8165 -0.140 0.033 -0.072
C 2.9763 5.9997 1.4444 -0.344 0.618 -0.312
O -2.8560 1.3741 -4.2240 1.385 1.929 0.219
H -1.7186 3.7708 0.0321 -0.007 -0.192 0.058
O -4.7395 -4.4813 -2.7217 3.222 -0.338 -1.706
N 4.2039 5.3981 1.8816 -0.417 -0.391 0.226
H -1.4113 2.4317 -5.3258 0.008 0.011 -0.016
O -1.2420 2.4355 2.4870 0.265 0.153 -0.470
H -1.0866 -4.0895 5.7471 0.069 0.032 -0.038
H 0.0257 3.6599 0.3120 -0.061 -0.146 -0.038
H -3.0474 2.3798 -5.9984 -0.046 -0.004 0.077
O -5.9533 -3.9436 -4.5415 0.234 0.301 0.098
C -0.1300 1.5930 2.1727 -0.249 -1.462 0.315
Cl 7.0641 3.5921 -1.3563 -0.018 -0.055 0.016
H 0.7113 2.6526 -1.5617 0.008 -0.028 0.012
O 0.2635 -2.5340 3.6981 0.508 -0.516 0.762
H 6.4697 1.3649 1.4339 0.070 -0.039 -0.044
C 1.8171 2.8230 3.1874 0.398 -0.447 0.033
H -3.3918 -4.3428 -1.1863 -0.057 0.036 -0.012
H 3.1938 -5.1202 2.1957 -0.038 0.040 -0.054
H -4.3454 -0.8241 -1.3441 0.094 0.065 0.067
C -1.0295 -4.9584 5.0933 -0.201 0.149 0.163
F 5.5189 6.6197 3.2856 -0.364 -0.082 0.365
C -2.2882 1.8031 -5.4773 -0.113 -0.171 -0.210
H -5.6616 -7.9608 -5.4484 0.023 0.039 0.100
O -0.8762 1.4406 -2.0059 -0.213 2.007 -1.409
H 5.5112 4.7031 0.4190 -0.029 0.034 -0.054
H 1.7760 3.1536 2.1458 -0.066 0.293 0.074
C 0.9053 1.5849 3.2924 -0.172 0.810 -0.308
H 2.7691 -4.3303 3.7284 -0.012 -0.002 -0.005
H -2.8290 -3.5219 1.7549 -0.001 -0.008 0.062
H 2.0107 -5.8806 3.2678 0.010 -0.021 -0.034
P -1.8534 0.8041 -3.1033 -1.658 -4.093 1.737
H -7.7568 -3.1030 -4.9609 0.065 0.019 0.074
H 1.4501 0.6393 3.2631 0.125 0.037 -0.114
H -1.8363 -5.6461 5.3314 -0.020 0.002 -0.088
C 6.0856 2.1693 0.8075 -0.195 -0.130 0.263
H 3.4033 1.8300 1.4715 0.126 0.170 -0.205
H 5.4737 1.7153 0.0310 0.012 0.226 -0.180
O 5.7088 7.0366 1.1624 0.209 -0.083 -0.438
P 0.0283 -3.8072 2.9915 -2.096 4.078 -2.703
H -0.5343 0.5820 2.1011 -0.211 0.073 -0.063
C 5.2018 6.4214 2.0257 0.338 0.222 -0.044
```
Forces are in eV/Å.

* charge: 0
* SMILES string: CC(=O)OCCCCC[C@@](C#N)(CC(=O)Cl)[C@@H](C#N)N(C(=O)F)C(=O)F.COP(=O)(OC)OC.COP(=O)(OC)OC.COP(=O)(OC)OC
* gap between HOMO and LUMO: 8.1651 eV
* spin multiplicity: 1

Löwdin atomic charge list, values in e, 4 entries:
1. C -0.181
2. H 0.090
3. O 0.127
4. O -0.253



(2)
Density functional theory data (the ωB97M-V functional and the def2-TZVPD basis) for a cluster of 4 separate species, C24H43ClFNO6 in total.

The geometry in XYZ format:
```
76
Properties=species:S:1:pos:R:3:forces:R:3
H -3.6466 0.0393 -4.4145 -0.001 0.002 0.005
H 3.6732 4.9199 0.9807 -0.081 0.027 0.065
H 1.7847 -5.4154 -0.7680 0.031 0.001 0.019
F 1.7780 5.5988 3.0938 0.074 0.031 0.046
N 1.6355 2.1837 0.8760 -0.674 0.333 0.304
C 0.4818 -0.6111 -1.9859 -0.160 0.185 -0.028
H -6.0940 -0.0078 -4.2327 0.005 0.007 -0.006
H -0.6004 -5.9530 1.0866 -0.009 -0.025 -0.020
H 1.7122 -2.6127 -0.6331 0.031 0.007 -0.020
C -0.1081 -5.4648 0.2443 0.008 0.040 0.093
H -4.4956 -2.3872 -1.5935 -0.032 0.055 0.007
H 2.8774 -7.7328 2.3377 0.001 -0.002 0.013
H 2.5230 -5.3821 3.1561 0.000 -0.003 -0.002
H -4.4981 0.0234 -0.8417 -0.007 0.003 -0.035
H -4.1443 -1.4536 -3.6313 0.000 0.000 0.024
H 0.8132 -5.5072 2.7692 -0.005 -0.005 -0.019
C -0.8730 6.9255 0.9092 -0.112 -0.024 -0.022
H -0.1700 0.9939 3.5749 -0.018 0.053 -0.036
H 1.1316 2.1352 3.8497 -0.024 0.011 -0.034
H -0.1166 -1.6322 -3.7721 -0.034 -0.002 0.006
H -0.1942 -4.3851 0.3819 -0.016 0.002 -0.036
O 1.4444 5.8708 -1.5223 0.021 -0.058 -0.108
C 0.1781 -1.8843 -2.7529 0.040 -0.085 0.068
C 0.0257 6.8294 2.0791 0.034 -0.065 -0.152
H -1.8415 7.3867 1.0529 0.087 0.092 0.038
C 1.6015 5.3895 0.7834 -0.070 -0.149 -0.173
H -0.2487 2.6218 2.8780 -0.042 -0.114 0.010
H 0.4668 0.5420 1.3143 -0.006 0.022 0.027
H 3.5823 2.6739 1.4856 -0.072 -0.054 -0.005
H -0.6448 -2.4154 -2.2719 -0.019 -0.019 -0.057
H 1.7892 -1.6681 0.8427 -0.040 -0.011 -0.009
H 1.4489 -6.9497 0.0199 -0.013 0.000 0.019
H -5.4620 1.2802 -3.1940 -0.005 0.000 -0.015
C 2.7558 4.4377 0.6306 0.195 0.142 0.042
C 1.8192 -1.5927 -0.2458 0.071 -0.070 0.056
C -3.6634 -1.9614 -1.0313 0.047 -0.042 -0.062
O 1.1699 2.8234 -1.2601 0.014 0.353 0.108
H 3.9663 -1.5799 -0.2698 -0.006 -0.001 0.012
C 0.9112 5.8863 -0.4475 -0.029 0.048 0.102
C 1.1135 1.2301 1.8562 0.071 0.016 0.089
H -0.3850 0.0499 -2.0365 0.008 0.003 -0.050
C -0.7135 2.8020 0.1778 -0.090 -0.267 -0.025
C 0.7544 2.6154 -0.1433 0.282 -0.429 -0.049
H 2.8961 4.2314 -0.4293 -0.024 -0.036 0.041
Cl -1.4325 6.5557 -1.6793 -0.023 0.031 -0.068
H -1.1832 1.8377 0.3910 0.008 0.037 -0.036
H -0.8524 3.4251 1.0622 0.042 0.035 -0.082
H 3.2270 0.0373 -0.3042 -0.009 -0.005 0.002
C -0.4713 6.4669 -0.2705 0.120 -0.070 0.025
H -0.6475 -5.7461 -0.6610 0.023 0.008 -0.016
H -6.0236 -0.2407 -2.4895 -0.003 -0.018 -0.012
H -2.7431 -2.4257 -1.3875 -0.001 -0.029 0.040
C 1.1735 5.8824 1.9417 -0.053 0.106 0.041
H -2.7699 -0.0772 -0.5264 -0.004 -0.016 0.008
O 0.6909 -0.8100 -0.5946 -0.078 -0.012 0.018
C 1.8937 -7.3722 2.6413 0.008 -0.005 -0.050
H -3.8031 -2.2292 0.0169 0.015 0.014 0.007
H -1.2028 3.2504 -0.6854 0.009 -0.058 0.027
H 1.0300 -2.5641 -2.8134 0.041 0.052 0.013
H 1.3196 -0.0667 -2.4321 0.040 -0.037 0.032
H 3.2546 -0.9623 -1.7584 0.008 -0.027 0.001
C 0.4150 1.7861 3.1035 0.146 0.080 0.070
H 2.3115 3.3893 2.4586 -0.018 0.006 -0.082
C 1.3539 -5.8633 0.1284 -0.050 0.012 -0.052
C -3.5668 -0.4520 -1.1709 0.023 0.009 0.054
C 3.1443 -0.9870 -0.6737 -0.019 0.062 -0.043
H 1.9715 0.6336 2.1896 -0.059 -0.021 -0.069
O 2.1607 -5.3949 1.1950 0.027 0.028 -0.027
O -3.2075 -0.0127 -2.4693 0.019 0.005 0.015
H 1.1413 -7.8898 2.0449 -0.014 0.004 0.015
C 2.5930 3.1441 1.4313 0.464 -0.156 -0.303
H 1.7309 -7.6444 3.6849 0.009 0.005 0.004
O -0.1475 7.4638 3.0882 -0.109 -0.023 0.202
C -4.1024 -0.3647 -3.5104 -0.003 -0.016 -0.043
C -5.5023 0.2000 -3.3403 0.012 0.019 0.049
C 1.8105 -5.8633 2.4858 0.000 0.008 0.034
```
Forces are in eV/Å.

* charge: 0
* SMILES string: CCN(CCC1=C(F)C(=O)C=C(Cl)C1=O)C(C)=O.CCOCC.CCOCC.CCOCC
* gap between HOMO and LUMO: 7.4856 eV
* spin multiplicity: 1

Löwdin atomic charge list, values in e, 4 entries:
1. H 0.119
2. H 0.136
3. H 0.113
4. F 0.120



(3)
Density functional theory data (the ωB97M-V functional and the def2-TZVPD basis) for a structure of composition C24H43ClP2Pr in a non-equilibrium geometry.

The geometry in XYZ format:
```
71
Properties=species:S:1:pos:R:3:forces:R:3
C -2.6837 -0.1535 1.5361 -0.626 0.624 -0.156
H -3.4135 -0.6628 2.1932 0.372 0.135 -0.212
H -2.6280 -0.4088 -2.0051 0.067 0.459 0.004
C -0.5746 3.4391 -6.4494 -0.274 0.010 -0.470
H -0.5258 2.1194 -4.1710 0.689 0.206 0.569
C -1.5085 0.8984 -7.3310 -0.120 0.230 -1.003
H 1.0690 -4.4360 0.7620 0.274 0.330 -0.035
C 1.0014 -0.0813 -3.2722 0.231 -0.081 1.042
C -1.0156 2.4578 -2.1934 -0.363 -0.602 1.529
H -1.1501 1.1752 3.3143 0.315 -0.201 0.094
H 1.7559 1.6657 -2.1537 -0.223 -0.397 0.088
Pr 1.5656 -0.2891 0.4992 -2.043 0.881 -0.023
H -2.5297 1.0552 -6.9523 0.291 -0.015 -0.136
C -1.4876 -0.2930 -3.8182 -1.329 0.085 -0.062
C -0.3266 -0.6185 2.5107 0.040 -0.585 -0.771
H -1.3526 -0.1806 -7.4639 -0.043 0.424 0.119
C 0.6361 -1.6796 2.3683 -0.618 0.428 -1.247
C -1.0312 -1.9563 0.7739 1.153 -0.268 0.374
H 0.4091 3.4081 -3.3674 0.003 -0.474 -0.132
P 2.0061 -0.2788 -6.1764 -0.193 1.274 -1.363
H 3.4546 2.0479 1.8837 -0.196 0.054 0.027
C -0.1536 -0.7714 -3.3847 0.718 -0.141 1.066
H 2.0212 2.2137 -6.5305 -0.481 -0.400 -0.018
H -2.8191 1.8861 -1.2555 0.459 0.004 -0.314
H -3.1287 -0.1245 0.5294 0.201 -0.028 0.320
H -1.4200 -2.5471 -1.2648 -0.182 -0.088 0.297
C 0.2213 -2.4839 1.2384 -0.347 1.352 0.056
H -2.6150 0.8896 1.8763 -0.034 -0.320 -0.089
C 1.2501 -1.2859 -7.5213 0.052 -0.442 0.142
C 3.6269 -0.1099 -6.9978 0.306 -0.224 -0.019
C -2.4299 0.3714 -2.7636 -0.579 -0.503 -0.704
H -2.0228 -1.1965 -4.2109 0.221 0.718 0.414
H 2.0142 1.7273 -3.8459 -0.638 -0.217 0.361
C -1.3637 -0.8340 1.5538 0.686 -0.146 0.410
H 0.1806 -1.4715 -7.3851 0.275 -0.038 0.035
H 1.4226 -0.7893 -8.4818 -0.106 -0.145 0.082
H -1.3633 0.3705 -4.6982 -0.024 -0.385 0.720
H 2.0876 -1.6379 3.9763 0.077 0.260 -0.383
H -0.6337 3.5870 -7.5355 -0.001 0.409 0.215
H 4.2134 0.6839 -6.5299 0.033 -0.120 -0.028
H -2.8528 -2.0276 -0.3593 0.467 -0.256 0.030
H 2.7063 -2.3318 2.4846 -0.231 0.328 0.091
H 1.9408 -0.6859 -3.3214 -0.753 0.450 0.614
H -3.4184 0.5074 -3.2547 0.442 -0.096 0.157
C 2.0238 -1.5541 2.8791 0.499 -0.593 0.611
H -0.8153 3.2199 -1.4181 -0.599 -0.202 -0.472
H -1.3967 1.4101 -8.2979 -0.309 -0.352 -0.047
H 0.5963 1.0754 3.4753 -0.090 -0.091 0.144
C 1.2324 1.4217 -3.0981 0.162 0.336 -1.228
H 4.1462 -1.0640 -6.8827 0.217 0.128 -0.091
H 3.5013 0.1063 -8.0623 0.118 0.009 0.087
C 1.0734 -3.3897 0.4154 -0.279 -0.627 -0.168
Cl 1.2906 2.8348 1.2452 -0.211 -0.558 -0.229
H 1.7743 -2.2483 -7.5211 -0.200 0.032 -0.120
H 0.2705 4.0046 -6.0324 -0.302 -0.188 -0.112
H 3.3215 2.3183 0.1488 -0.184 -0.092 0.211
H 2.4582 -0.5404 2.6440 0.262 -0.242 0.417
C 1.3354 1.3925 -6.8225 0.011 -0.596 -0.561
H 0.6915 -3.4208 -0.6226 0.278 0.048 0.372
C 2.8082 1.8830 1.0207 0.457 -0.770 -0.322
H 1.2559 1.3669 -7.9376 0.487 0.024 0.617
C -0.3236 0.4776 3.5091 -0.080 0.481 0.610
H -0.1092 -1.8450 -3.1272 0.271 0.355 -0.820
H 2.1328 -3.0615 0.3990 -0.004 -0.217 -0.083
H -2.1515 -3.6223 -0.0455 0.221 0.461 -0.028
C -2.0970 1.6620 -2.0584 0.834 0.034 0.529
P -0.3507 1.6535 -6.1700 0.487 0.051 0.238
C 0.0196 2.3790 -3.2525 0.193 0.225 -0.093
H -1.5098 3.7631 -5.9716 0.258 0.064 -0.192
C -1.8949 -2.5691 -0.2675 -0.555 -0.287 -0.707
H -0.4500 0.1043 4.5369 0.087 0.078 -0.254
```
Forces are in eV/Å.

* energy above the lowest of the compared OMol25 structures with the same formula, charge and spin: 16.5 kcal/mol
* charge: +1
* gap between HOMO and LUMO (spin up / spin down): 5.7812 / 6.2726 eV
* spin multiplicity: 3

Löwdin atomic charge list, values in e, 4 entries:
1. C -0.020
2. H 0.111
3. H 0.083
4. C -0.264